Entry 1:
ORCA calculation (ωB97M-V/def2-TZVPD) on a 2-piece molecular cluster, CH4N2P2 overall.

Cartesian coordinates (Å):
C 0.0545 -0.3227 0.0250
N -0.9979 -0.1575 1.0155
N 1.1738 0.4306 0.0079
P -1.6408 -0.5066 -0.5928
P 1.6568 -1.2405 -0.1013
H -1.2807 0.6660 1.5009
H 0.7878 1.8300 -1.9994
H -1.7687 0.6813 -1.1744
H 2.0152 -1.3806 1.3184

Properties
E   -22652.484 eV
Gap between HOMO and LUMO (spin up / spin down)   7.88 / 8.27 eV
E_LUMO (spin up / spin down)   -1.39 / -0.04 eV
ΔE to the lowest compared entry with this formula, charge and spin   581.3 kJ/mol

These are the natural (NBO) partial charges, in e, on atoms 1 to 2:
1. C -0.2381
2. N -0.8231



Entry 2:
ORCA calculation (ωB97M-V/def2-TZVPD) on an isolated molecule of C6H6N2O2.

Cartesian coordinates (Å):
C 3.8789 -0.3695 -0.0643
C 2.6466 0.2022 -0.0133
C 0.8900 -1.2902 -0.0745
C -0.0320 -0.3657 0.1572
C 1.7877 1.2128 0.0409
C -1.5560 -0.4591 0.1499
N 4.8353 -1.0459 -0.0091
N 0.3858 1.0287 0.2111
O 0.9334 -2.5327 0.2500
O 2.2561 2.5185 0.0950
H -2.0402 -0.1996 -0.9209
H -1.8289 -1.3995 0.3860
H -2.0446 0.4075 0.8429
H -0.0742 1.7841 -0.2565
H 1.3324 -2.9358 -0.5023
H 3.0398 2.6490 0.5510

Properties
E   -13389.045 eV
Gap between HOMO and LUMO (spin up / spin down)   8.36 / 8.36 eV
E_LUMO (spin up / spin down)   -0.21 / -0.21 eV
ΔE to the lowest compared entry with this formula, charge and spin   538.5 kJ/mol

These are the natural (NBO) partial charges, in e, on atoms 1 to 2:
1. C 0.2036
2. C -0.2937



Entry 3:
ORCA calculation (ωB97M-V/def2-TZVPD) on an isolated molecule of C22H33N3O2.

Cartesian coordinates (Å):
C -0.3401 -4.1508 1.0582
C -1.1688 -3.0856 0.4058
C -2.1658 -2.4240 1.1099
C -2.9508 -1.4652 0.4945
C -2.7666 -1.1455 -0.8431
C -3.6587 -0.1487 -1.5302
C -2.9062 1.0811 -2.0495
N -2.1686 1.7795 -1.0282
C -2.8055 2.3378 0.1407
C -1.6336 2.8858 0.9730
C -1.1969 1.8660 2.0301
O -1.4835 2.0063 3.2021
N -0.5254 0.8029 1.5504
C 0.1692 -0.1238 2.4104
C 1.6832 0.1095 2.3166
N 2.1431 0.1145 0.9402
C 2.0667 -1.2186 0.3615
C 2.7637 -1.3976 -0.9868
C 2.5381 -0.2571 -1.9784
C 3.5660 0.8585 -1.8162
C 3.3895 1.6486 -0.5253
C 3.4153 0.7950 0.7468
C -0.5504 3.1447 -0.0733
C -0.8969 2.1970 -1.2125
O -0.1774 1.8697 -2.1313
C -1.7584 -1.7955 -1.5451
C -0.9718 -2.7495 -0.9291
H -0.7769 -5.1311 0.8641
H -0.2995 -4.0089 2.1360
H 0.6733 -4.1519 0.6625
H -2.3376 -2.6648 2.1494
H -3.7270 -0.9743 1.0648
H -4.1347 -0.6246 -2.3917
H -4.4508 0.1669 -0.8485
H -2.1696 0.7903 -2.8025
H -3.6279 1.7681 -2.5136
H -3.5031 3.1375 -0.1452
H -3.3608 1.5718 0.6861
H -1.9251 3.7876 1.5141
H -0.2264 0.7779 0.5875
H -0.0909 -1.1446 2.1232
H -0.1693 0.0590 3.4322
H 2.1963 -0.6552 2.9293
H 1.8941 1.0908 2.7489
H 1.0051 -1.4434 0.2236
H 2.4804 -1.9698 1.0630
H 3.8380 -1.5333 -0.8430
H 2.3826 -2.3302 -1.4106
H 1.5352 0.1547 -1.8671
H 2.6236 -0.6537 -2.9928
H 3.4722 1.5499 -2.6559
H 4.5722 0.4303 -1.8493
H 2.4322 2.1693 -0.5656
H 4.1815 2.3985 -0.4588
H 3.5801 1.4642 1.5960
H 4.2620 0.0954 0.7210
H -0.6089 4.1637 -0.4636
H 0.4619 2.9865 0.2961
H -1.5926 -1.5614 -2.5863
H -0.1992 -3.2504 -1.4948

Properties
SMILES   Cc1ccc(CCN2C[C@@H](C(=O)NCCN3CCCCCC3)CC2=O)cc1
E   -31916.707 eV
Gap between HOMO and LUMO   9.22 eV
E_LUMO   0.79 eV
ΔE to the lowest compared entry with this formula, charge and spin   39.0 kJ/mol

These are the natural (NBO) partial charges, in e, on atoms 1 to 2:
1. C -0.6338
2. C -0.0195



Entry 4:
ORCA calculation (ωB97M-V/def2-TZVPD) on C3H5NO2 as an isolated structure.

Cartesian coordinates (Å):
C 0.4837 1.1168 -0.1974
C -0.5967 0.3771 0.5812
C -1.0864 -0.7635 -0.5887
H 1.4371 -1.0151 1.1759
H 0.4165 2.2940 -0.5840
H -0.4516 0.1060 1.7288
H -0.5674 -0.6037 -1.6585
H -1.4295 -1.7745 -0.3837
N 1.6489 0.5832 -0.3829
O 2.0684 -0.6367 0.1789
O -1.9230 0.3164 0.1303

Properties
E   -8770.411 eV
Gap between HOMO and LUMO   10.19 eV
E_LUMO   0.33 eV
ΔE to the lowest compared entry with this formula, charge and spin   702.8 kJ/mol

These are the natural (NBO) partial charges, in e, on atoms 1 to 2:
1. C -0.0440
2. C 0.0083



Entry 5:
ORCA calculation (ωB97M-V/def2-TZVPD) on C3N2O5 as an isolated structure.

Cartesian coordinates (Å):
C 1.7408 1.4280 0.4577
C 1.1629 0.6988 -0.4770
C -0.3615 0.1551 -0.7860
N 1.9497 1.9961 1.4420
N -1.7938 -1.3147 0.8669
O -0.7687 -1.6757 1.3269
O -2.9433 -1.4730 0.9085
O 1.4406 -0.1664 -1.6252
O 0.1307 -0.5781 -1.8378
O -1.4844 -0.0079 -0.3397

Properties
E   -16317.382 eV
Gap between HOMO and LUMO (spin up / spin down)   8.55 / 6.54 eV
E_LUMO (spin up / spin down)   -1.27 / -2.37 eV
ΔE to the lowest compared entry with this formula, charge and spin   460.8 kJ/mol

These are the natural (NBO) partial charges, in e, on atoms 1 to 2:
1. C 0.1136
2. C 0.1275



Entry 6:
ORCA calculation (ωB97M-V/def2-TZVPD) on C32H82O45P7V2 as an isolated structure.

Cartesian coordinates (Å):
O 2.0844 -1.6124 -3.8979
V 3.0461 -0.9874 -2.7565
O 3.7211 -2.1666 -1.9043
O 0.1265 0.9154 -4.8816
V 0.2712 2.0963 -3.8892
O -0.9495 3.1154 -4.0650
O -0.1690 0.3760 0.0629
C 0.2303 0.2146 -1.1711
O -0.1558 1.0663 -1.9608
O 1.1256 -0.6175 -1.4849
H -0.7081 1.1702 0.0517
O 4.2659 2.3196 -4.2647
C 2.9628 2.2825 -4.0722
O 2.2537 3.2551 -4.3585
O 2.4214 1.3613 -3.5252
H 4.5237 1.3970 -4.2015
O 6.8271 0.3359 -4.3252
C 6.0029 -0.6782 -4.3035
O 4.9502 -0.4123 -3.7806
O 6.2836 -1.8101 -4.6561
H 6.3622 0.7623 -3.6016
C -7.5781 0.9776 -3.3869
O -6.9835 2.1574 -2.9363
P -5.5719 2.3617 -2.2678
O -5.2562 1.5672 -1.0075
O -4.6194 2.0358 -3.4949
C -4.5939 2.9616 -4.6806
O -5.3784 3.9673 -2.0199
C -6.2817 4.9082 -2.5341
H -8.5123 0.7360 -2.8799
H -6.9732 0.1045 -3.1421
H -7.9614 0.9973 -4.4071
H -3.6771 2.8061 -5.2494
H -4.6202 4.0472 -4.5860
H -5.3688 2.6602 -5.3854
H -7.2580 4.4702 -2.7421
H -5.8059 5.4358 -3.3607
H -6.3843 5.7812 -1.8896
C -3.4822 -4.5068 0.1758
O -4.4117 -3.9175 -0.6782
P -4.0272 -3.5765 -2.2410
O -4.9908 -3.9853 -3.2748
O -3.7487 -1.9224 -2.1989
C -3.9078 -1.1903 -0.9603
O -2.5701 -4.2126 -2.5669
C -1.4290 -3.5196 -1.9733
H -2.9135 -3.7683 0.7408
H -2.7316 -5.0459 -0.4022
H -3.9292 -5.1075 0.9678
H -3.8516 -0.1356 -1.2298
H -3.2126 -1.4042 -0.1486
H -4.9448 -1.2163 -0.6255
H -0.7107 -4.3043 -1.7360
H -1.8201 -2.9441 -1.1343
H -1.0695 -2.9053 -2.7988
C 1.3185 6.3483 -2.3501
O 2.3871 6.4940 -1.4342
P 3.3999 7.6989 -1.3011
O 4.7554 7.7032 -1.9715
O 2.4608 8.9040 -1.7151
C 2.8853 10.1812 -1.3404
O 3.5696 7.7286 0.3077
C 4.8114 8.0479 0.9431
H 1.5581 6.6964 -3.3548
H 0.5403 6.9561 -1.8886
H 1.0645 5.2937 -2.4558
H 3.8981 10.1638 -0.9381
H 2.2131 10.5827 -0.5821
H 2.9552 10.8064 -2.2306
H 4.4924 8.9962 1.3755
H 5.5992 8.0377 0.1898
H 4.8486 7.2355 1.6689
C 2.2536 -0.7701 8.4738
O 2.0686 -0.9506 7.1073
P 0.7847 -0.3629 6.1740
O 0.9591 -0.6148 4.7235
O -0.5562 -1.0256 6.8034
C -0.7593 -2.4354 6.7423
O 0.8066 1.1733 6.6398
C 1.9255 2.0514 6.5609
H 1.2845 -0.5502 8.9218
H 3.0504 -0.0278 8.5208
H 2.7551 -1.6117 8.9515
H -0.4004 -2.6453 7.7499
H 0.0068 -2.8988 6.1207
H -1.7954 -2.7389 6.5927
H 2.7745 1.6332 7.1016
H 1.8601 3.0932 6.8748
H 2.2414 2.1055 5.5191
C 3.9151 -0.2907 1.9454
O 5.1276 0.3585 1.4051
P 4.8410 1.1712 -0.0212
O 4.1694 0.4146 -1.0677
O 4.1292 2.4956 0.4756
C 3.2022 3.1730 -0.2400
O 6.2531 1.7563 -0.5107
C 6.3475 2.6272 -1.6284
H 3.6427 -1.1529 1.3366
H 3.0418 0.3616 1.9449
H 4.0072 -0.5823 2.9917
H 3.0947 2.7821 -1.2518
H 3.1820 4.2599 -0.1604
H 2.2273 2.9575 0.1972
H 6.5903 3.6532 -1.3517
H 5.3894 2.6811 -2.1453
H 7.1248 2.3713 -2.3484
C 1.4560 -8.2057 -2.3396
O 1.0619 -7.8652 -3.6442
P 2.2536 -7.1864 -4.5467
O 3.6284 -7.8762 -4.5956
O 2.2680 -5.6372 -4.0519
C 3.1532 -4.6825 -4.6210
O 1.4957 -7.0071 -5.9646
C 0.9167 -8.2023 -6.6198
H 2.3514 -7.6602 -2.0418
H 1.8253 -9.2309 -2.3117
H 0.6802 -8.1474 -1.5762
H 3.4212 -3.8280 -3.9996
H 2.6317 -4.2499 -5.4748
H 4.1025 -5.0455 -5.0149
H -0.1715 -8.1398 -6.6209
H 1.0064 -9.1529 -6.0941
H 1.1959 -8.2597 -7.6718
C -3.9898 -0.7962 6.9017
O -4.3172 -1.6975 5.8731
P -4.2232 -1.4497 4.2076
O -4.5801 -2.6231 3.3792
O -5.1214 -0.1282 3.9876
C -5.1881 0.4258 2.7046
O -2.7609 -0.8420 3.9292
C -2.1972 -0.9916 2.5714
H -4.8300 -0.7264 7.5926
H -3.8533 0.2207 6.5339
H -3.0461 -1.0199 7.3992
H -4.6120 -0.1318 1.9662
H -4.8267 1.4536 2.6718
H -6.2632 0.4703 2.5304
H -1.2187 -1.4216 2.7854
H -2.0066 -0.1283 1.9339
H -2.5107 -1.7758 1.8824
O -0.3004 -4.0091 3.2988
C 0.0935 -4.2097 2.2083
O -0.1916 -5.3178 1.4956
C -0.9548 -6.4315 2.0393
C -0.3639 -7.7440 1.5631
C 1.1723 -3.3611 1.6250
H -1.9935 -6.3513 1.7188
H -0.9312 -6.3958 3.1284
H -0.8106 -8.5299 2.1720
H 0.7030 -7.7733 1.7843
H -0.5713 -7.9237 0.5082
H 2.0426 -3.6186 2.2286
H 0.8478 -2.3304 1.7680
H 1.1275 -3.5039 0.5453
O -0.7742 4.9005 1.1455
C -1.5550 3.9047 1.0409
O -1.7465 2.8576 1.8741
C -0.9182 2.7434 2.9903
C 0.3839 1.8965 2.7168
C -2.4279 3.7457 -0.1722
H -1.4422 2.2556 3.8122
H -0.4743 3.6948 3.2832
H 1.0436 1.7850 3.5773
H 1.0791 2.3104 1.9864
H 0.1582 0.8788 2.3983
H -1.8972 3.2196 -0.9657
H -2.9160 4.6621 -0.5042
H -3.3174 3.1527 0.0406

Properties
E   -243065.892 eV
Gap between HOMO and LUMO   8.06 eV
Net charge   -1
E_LUMO   1.60 eV

These are the Löwdin partial charges, in e, on atoms 1 to 2:
1. O -0.3053
2. V 0.9659